Record 1
DFT (the ωB97M-V functional and the def2-TZVPD basis) results for 2 unconnected molecules or ions with the total composition C8H10O at a distorted geometry.

E_HOMO, eV: -9.07
Maximum force, eV Å⁻¹: 1.465
HOMO-LUMO gap, eV: 9.7
ΔE to the lowest compared entry with this formula, charge and spin, kcal per mole: 15.26
Net charge: 0
SMILES: C=Cc1ccccc1.O

XYZ file:
```
19
Properties=species:S:1:pos:R:3:nbo_charge:R:1
C -1.9708 -1.5166 1.1202 -0.397
C -1.2264 -1.4659 0.0262 -0.192
C -0.4402 -0.3054 -0.4277 -0.093
C -0.8063 1.0125 -0.1611 -0.202
C 0.0602 2.0519 -0.4935 -0.207
C 1.1749 1.8132 -1.2480 -0.217
C 1.5022 0.5124 -1.6263 -0.189
C 0.6974 -0.5375 -1.2023 -0.197
H -2.5008 -2.4260 1.3777 0.208
H -1.9974 -0.6746 1.8067 0.192
H -1.2477 -2.3304 -0.6240 0.208
H -1.7836 1.1704 0.2689 0.217
H -0.1751 3.0322 -0.0917 0.218
H 1.8875 2.6047 -1.4594 0.218
H 2.2910 0.2363 -2.3187 0.217
H 1.0214 -1.5497 -1.4143 0.214
O 0.9543 -1.1224 2.7105 -0.932
H 0.5311 -0.6640 1.9762 0.470
H 0.2114 -1.6274 3.0690 0.464
```

***

Record 2
DFT (the ωB97M-V functional and the def2-TZVPD basis) results for a molecular structure, C45H43FN2OPRbSSi at a distorted geometry.

E_HOMO (spin up / spin down), eV: 0.17 / -0.16
Maximum force, eV Å⁻¹: 1.184
HOMO-LUMO gap (spin up / spin down), eV: 3.7 / 4.1
ΔE to the lowest compared entry with this formula, charge and spin, kcal per mole: 11.31
Net charge: -2

XYZ file:
```
96
Properties=species:S:1:pos:R:3:lowdin_charge:R:1
Rb 1.7775 -0.2700 0.4512 0.954
O 1.0711 0.9197 -1.6303 -0.281
C 0.4713 0.1331 -2.3907 -0.470
C 0.2075 0.2384 -3.7958 -0.263
C 0.5368 1.2036 -4.7693 -0.048
C 0.0434 1.0013 -6.0552 -0.144
C -0.7616 -0.0903 -6.3696 -0.140
C -1.1064 -1.0272 -5.3680 -0.105
C -0.6173 -0.8474 -4.1003 -0.251
P -0.6543 -1.4977 -2.2568 1.050
C -2.4306 -1.0236 -2.1313 -0.247
C -2.7126 0.3126 -1.8471 -0.074
C -4.0196 0.7755 -1.8181 -0.076
C -5.0712 -0.0845 -2.0988 -0.109
C -4.7992 -1.4055 -2.4219 -0.099
C -3.4907 -1.8720 -2.4410 -0.070
C -0.5735 -3.2677 -2.8819 -0.276
C 0.3497 -3.5981 -3.8672 -0.088
C 0.4355 -4.8958 -4.3641 -0.099
C -0.4399 -5.8719 -3.9184 -0.117
C -1.3819 -5.5519 -2.9469 -0.089
C -1.4253 -4.2735 -2.4146 -0.105
H 1.1546 2.0581 -4.5204 0.092
H 0.2869 1.7158 -6.8365 0.080
H -1.1327 -0.2083 -7.3824 0.070
H -1.7507 -1.8684 -5.6130 0.093
H -1.8981 0.9946 -1.6464 0.103
H -4.2067 1.8126 -1.5638 0.103
H -6.0942 0.2726 -2.0684 0.089
H -5.6092 -2.0864 -2.6594 0.090
H -3.3126 -2.9049 -2.7089 0.080
H 1.0120 -2.8335 -4.2531 0.109
H 1.1824 -5.1332 -5.1131 0.091
H -0.3862 -6.8779 -4.3193 0.086
H -2.0667 -6.3063 -2.5767 0.094
H -2.1167 -4.0588 -1.6077 0.106
C -0.3911 5.6601 1.2820 -0.051
C -1.7443 5.3709 0.6182 -0.562
C -2.7241 6.4647 1.0456 -0.087
C -1.5854 5.4431 -0.9070 -0.049
C -2.2221 3.9710 1.0112 -0.195
C -3.4431 3.7517 1.6574 -0.070
C -3.8711 2.4572 1.9616 -0.111
C -3.0783 1.3842 1.6175 -0.489
S -3.3641 -0.3252 1.8032 1.018
C -1.8150 -0.6504 0.9763 -0.550
N -1.1184 0.4570 0.6847 0.022
C -1.8240 1.5740 0.9878 -0.337
C -1.4199 2.8812 0.6901 0.027
C -1.3979 -1.9527 0.6536 -0.282
C -1.8100 -3.0623 1.4492 -0.082
C -1.0568 -4.2118 1.4934 -0.131
C 0.1062 -4.3203 0.7197 -0.137
C 0.3425 -3.3451 -0.2495 -0.185
C -0.4526 -2.2148 -0.4142 -0.295
H -0.0348 6.6570 1.0047 0.077
H 0.3635 4.9344 0.9803 0.079
H -0.4803 5.6142 2.3695 0.088
H -2.3324 7.4410 0.7481 0.075
H -2.8660 6.4738 2.1284 0.080
H -3.7003 6.3365 0.5731 0.079
H -1.2389 6.4366 -1.2088 0.077
H -2.5387 5.2443 -1.4016 0.087
H -0.8667 4.7077 -1.2682 0.081
H -4.0853 4.5817 1.9182 0.081
H -4.8286 2.3037 2.4462 0.094
H -0.4776 3.0071 0.1691 0.115
H -2.6629 -2.9609 2.1134 0.075
H -1.3504 -5.0163 2.1599 0.087
H 0.7588 -5.1802 0.8019 0.086
H 1.1206 -3.5566 -0.9805 0.105
C 5.2083 -2.6404 4.4572 -0.188
Si 3.5827 -1.8221 3.9102 0.341
C 2.6756 -1.2718 5.4859 -0.183
C 2.5277 -3.1786 3.1513 -0.185
N 3.7956 -0.6058 2.7475 -0.112
C 4.5017 0.5161 2.9130 -0.369
C 5.1497 0.9820 4.0954 -0.065
C 5.8401 2.1816 4.1755 -0.148
C 5.9541 3.0319 3.0842 -0.154
C 5.3501 2.6277 1.8911 -0.058
C 4.6814 1.4354 1.8368 -0.240
F 4.1174 1.0932 0.6330 -0.089
H 5.0435 -3.4355 5.1912 0.012
H 5.8918 -1.9092 4.8962 0.006
H 5.7076 -3.0797 3.5896 0.017
H 2.4442 -2.1277 6.1283 0.014
H 1.7305 -0.7949 5.2138 0.024
H 3.2505 -0.5549 6.0765 0.006
H 2.4042 -4.0284 3.8299 0.025
H 2.9800 -3.5528 2.2289 0.027
H 1.5266 -2.8263 2.8879 0.020
H 5.0888 0.3654 4.9859 0.072
H 6.2922 2.4527 5.1246 0.084
H 6.4835 3.9735 3.1467 0.074
H 5.3906 3.2289 0.9903 0.106
```

***

Record 3
DFT (the ωB97M-V functional and the def2-TZVPD basis) results for 14 unconnected molecules or ions with the total composition H26NO16 at a distorted geometry.

E_HOMO, eV: -7.14
Maximum force, eV Å⁻¹: 6.751
HOMO-LUMO gap, eV: 9.5
ΔE to the lowest compared entry with this formula, charge and spin, kcal per mole: 39.02
Net charge: -1

XYZ file:
```
43
Properties=species:S:1:pos:R:3:nbo_charge:R:1
N -15.2334 -7.3694 7.7243 0.741
O -14.8707 -8.1528 8.6108 -0.550
O -16.1422 -6.5657 8.0143 -0.497
O -14.3205 -6.9775 7.0095 -0.553
O -12.9050 -6.9944 10.3894 -0.963
H -13.5347 -7.3003 9.7212 0.480
H -13.0303 -7.3588 11.2555 0.473
O -18.3278 -4.9541 6.7483 -0.954
H -17.8178 -4.1460 6.8351 0.477
H -18.0438 -5.3252 5.9424 0.484
O -16.0969 -6.0461 4.8756 -0.973
H -15.6097 -6.0186 4.0713 0.477
H -15.3851 -6.3095 5.4989 0.499
O -12.4633 -7.0481 5.0537 -0.971
H -12.9644 -7.3065 5.8313 0.493
H -11.7510 -7.6759 4.9552 0.466
O -14.4774 -11.3942 9.0886 -0.950
H -15.2671 -11.1212 8.6592 0.487
H -14.5263 -12.3645 9.1568 0.474
O -16.3689 -4.7620 10.1848 -0.942
H -17.2663 -4.4251 10.0173 0.455
H -16.3090 -5.4209 9.4961 0.480
O -11.3888 -6.3548 7.8944 -0.973
H -11.8266 -7.2121 7.8096 0.499
H -11.0329 -6.0736 7.0325 0.475
O -13.1880 -9.9276 11.0580 -0.965
H -14.0042 -9.5790 11.4846 0.460
H -13.4951 -10.1440 10.1867 0.496
O -18.5884 -7.1305 8.4143 -0.987
H -18.8981 -6.4034 7.9080 0.470
H -17.6239 -7.0509 8.3220 0.470
O -16.6482 -8.9982 10.3389 -0.956
H -16.2359 -8.5322 9.5953 0.479
H -16.1468 -8.5913 11.0415 0.445
O -16.7465 -8.5690 5.6076 -0.969
H -15.8511 -8.8490 5.5102 0.456
H -16.7865 -7.6109 5.3918 0.492
O -13.2333 -4.3816 7.9154 -0.969
H -13.7061 -4.9554 7.3887 0.451
H -12.4985 -5.0189 8.0395 0.486
O -12.2513 -8.9486 8.1880 -0.974
H -12.0356 -8.8622 9.0848 0.492
H -13.1803 -8.7795 8.1057 0.487
```

***

Record 4
DFT (the ωB97M-V functional and the def2-TZVPD basis) results for a single C4H7N molecule at a distorted geometry.

E_HOMO, eV: -7.06
Maximum force, eV Å⁻¹: 5.752
HOMO-LUMO gap, eV: 6.5
ΔE to the lowest compared entry with this formula, charge and spin, kcal per mole: 128.00
Net charge: 0
SMILES: C=NC(=C)C

XYZ file:
```
12
Properties=species:S:1:pos:R:3:nbo_charge:R:1
C 0.2913 -1.8658 0.6364 -0.179
N 0.6294 -0.5546 0.4181 -0.413
C 0.0216 0.5514 -0.0519 0.077
C -1.3006 0.1610 0.1641 -0.259
C 0.4877 1.6253 -1.0156 -0.636
H -0.7641 -2.0228 0.6104 0.166
H 1.1823 -2.4350 0.8161 0.206
H -1.8660 -0.3978 -0.5870 0.184
H -1.5968 -0.0094 1.2021 0.177
H -0.3101 1.6727 -1.7530 0.221
H 0.4950 2.5444 -0.4316 0.226
H 1.4583 1.3392 -1.3949 0.229
```